Entry 1:
# C9H14N4O2

An isolated ion of composition C9H14N4O2 and charge +2 (wB97M-V/def2-TZVPD, OMol25).

charge	+2
LUMO (alpha / beta)	-9.99 / -10.19	eV
DFT total energy	-19592.82952	eV
Kohn-Sham gap (alpha / beta)	7.980 / 7.459	eV
relative energy (zero: lowest compared OMol25 entry of this formula, charge and spin)	39.5	kcal/mol
SMILES string	C[N+]1(C)C=NC2=C1C(=O)NC(=O)[N+]2(C)C

XYZ file:
```
29
Properties=species:S:1:pos:R:3:mulliken_charge:R:1
C 2.509 0.681 -1.012 -0.7072
N 1.652 0.363 0.158 0.1663
C 2.279 1.035 1.291 -0.8777
C 1.478 -1.049 0.404 -0.0613
N 0.295 -1.508 0.289 -0.3651
C -0.584 -0.555 0.133 0.2723
C 0.369 0.810 -0.022 -0.2131
C -0.176 2.103 0.059 0.0527
O 0.524 3.088 -0.079 -0.4789
N -1.607 2.094 0.194 -0.0166
C -2.555 1.140 0.354 0.5136
O -3.630 1.154 0.727 -0.2668
N -1.913 -0.353 -0.081 0.0607
C -2.696 -1.367 0.743 -0.8127
C -2.175 -0.339 -1.587 -0.7609
H 3.453 0.114 -0.735 0.4609
H 2.013 0.407 -1.873 0.3752
H 2.972 1.601 -1.078 0.3513
H 2.397 2.087 1.144 0.4474
H 1.813 0.960 2.241 0.4063
H 3.236 0.488 1.552 0.4342
H 2.399 -1.575 0.428 0.4834
H -2.058 2.966 0.150 0.2518
H -2.482 -1.227 1.793 0.4211
H -3.819 -1.127 0.672 0.3693
H -2.565 -2.463 0.466 0.3361
H -1.836 -1.326 -2.022 0.4188
H -3.391 -0.306 -1.718 0.3875
H -1.701 0.537 -2.095 0.3514
```

Entry 2:
# C15H17ClN2O4

One molecule with the formula C15H17ClN2O4 (wB97M-V/def2-TZVPD, OMol25).

charge	0
LUMO	0.68	eV
DFT total energy	-39521.92286	eV
Kohn-Sham gap	8.621	eV
relative energy (zero: lowest compared OMol25 entry of this formula, charge and spin)	76.8	kcal/mol
SMILES string	CCCc1cc(C(=O)Nc2cc(OC)c(Cl)cc2OC)no1

XYZ file:
```
39
Properties=species:S:1:pos:R:3:mulliken_charge:R:1
C -4.143 -1.587 -3.299 -1.0921
C -3.545 -0.253 -3.727 -0.3696
C -3.123 0.605 -2.524 -0.8122
C -2.012 -0.033 -1.773 0.2098
C -1.980 -0.792 -0.637 -0.4528
C -0.609 -1.120 -0.480 0.7987
C -0.102 -2.033 0.579 0.0345
O -0.606 -3.131 0.713 -0.6429
N 0.866 -1.611 1.431 -0.1165
C 1.540 -0.393 1.572 -0.3846
C 2.011 0.331 0.489 -0.2822
C 2.680 1.538 0.668 0.2550
O 3.145 2.318 -0.338 -0.4943
C 2.936 1.891 -1.666 -0.7227
C 2.901 1.980 1.974 0.0209
Cl 3.736 3.466 2.227 -0.2138
C 2.478 1.243 3.068 -0.5408
C 1.794 0.052 2.882 0.8784
O 1.333 -0.752 3.888 -0.4439
C 1.598 -0.374 5.218 -0.9361
N 0.091 -0.606 -1.460 -0.4102
O -0.765 0.070 -2.260 -0.2084
H -4.444 -2.162 -4.171 0.3455
H -5.018 -1.430 -2.673 0.2950
H -3.420 -2.173 -2.737 0.3012
H -2.674 -0.426 -4.362 0.3135
H -4.280 0.307 -4.308 0.3315
H -2.790 1.582 -2.880 0.3085
H -3.971 0.740 -1.852 0.3141
H -2.789 -1.079 0.000 0.4412
H 0.989 -2.235 2.223 0.2692
H 1.839 -0.063 -0.498 0.7191
H 1.872 1.771 -1.888 0.2399
H 3.455 0.950 -1.868 0.3320
H 3.354 2.678 -2.292 0.2531
H 2.687 1.624 4.053 0.4748
H 1.166 -1.159 5.836 0.2443
H 2.674 -0.311 5.409 0.3771
H 1.126 0.581 5.464 0.3662
```

Entry 3:
# C5H7NO

C5H7NO as an isolated structure (wB97M-V/def2-TZVPD, OMol25).

charge	0
LUMO (alpha / beta)	-1.48 / -1.48	eV
DFT total energy	-8831.37425	eV
Kohn-Sham gap (alpha / beta)	7.605 / 7.604	eV
relative energy (zero: lowest compared OMol25 entry of this formula, charge and spin)	111.3	kcal/mol

XYZ file:
```
14
Properties=species:S:1:pos:R:3:mulliken_charge:R:1
C -0.338 1.547 -0.356 -1.0429
C 0.660 0.604 -0.933 -0.0780
C 0.413 -1.220 0.550 -0.7559
C -0.133 -0.666 1.824 0.0688
O -1.275 -0.277 1.938 -0.4435
C 0.252 -0.074 -2.115 0.2523
N 0.020 -0.585 -3.136 -0.4128
H -0.442 2.326 -1.125 0.3913
H 0.023 2.023 0.558 0.3042
H -1.337 1.129 -0.178 0.3348
H 1.052 -0.326 -0.012 0.3236
H -0.371 -1.617 -0.094 0.3406
H 1.237 -1.928 0.685 0.3895
H 0.580 -0.582 2.669 0.3280
```

Q: Number 3 is which compound?
A: C5H7NO

Q: Which value of relative energy (zero: lowest compared OMol25 entry of this formula, charge and spin) does entry 2 give?
A: 76.8 kcal/mol

Repeat the first record exactly.
# C9H14N4O2

An isolated ion of composition C9H14N4O2 and charge +2 (wB97M-V/def2-TZVPD, OMol25).

charge	+2
LUMO (alpha / beta)	-9.99 / -10.19	eV
DFT total energy	-19592.82952	eV
Kohn-Sham gap (alpha / beta)	7.980 / 7.459	eV
relative energy (zero: lowest compared OMol25 entry of this formula, charge and spin)	39.5	kcal/mol
SMILES string	C[N+]1(C)C=NC2=C1C(=O)NC(=O)[N+]2(C)C

XYZ file:
```
29
Properties=species:S:1:pos:R:3:mulliken_charge:R:1
C 2.509 0.681 -1.012 -0.7072
N 1.652 0.363 0.158 0.1663
C 2.279 1.035 1.291 -0.8777
C 1.478 -1.049 0.404 -0.0613
N 0.295 -1.508 0.289 -0.3651
C -0.584 -0.555 0.133 0.2723
C 0.369 0.810 -0.022 -0.2131
C -0.176 2.103 0.059 0.0527
O 0.524 3.088 -0.079 -0.4789
N -1.607 2.094 0.194 -0.0166
C -2.555 1.140 0.354 0.5136
O -3.630 1.154 0.727 -0.2668
N -1.913 -0.353 -0.081 0.0607
C -2.696 -1.367 0.743 -0.8127
C -2.175 -0.339 -1.587 -0.7609
H 3.453 0.114 -0.735 0.4609
H 2.013 0.407 -1.873 0.3752
H 2.972 1.601 -1.078 0.3513
H 2.397 2.087 1.144 0.4474
H 1.813 0.960 2.241 0.4063
H 3.236 0.488 1.552 0.4342
H 2.399 -1.575 0.428 0.4834
H -2.058 2.966 0.150 0.2518
H -2.482 -1.227 1.793 0.4211
H -3.819 -1.127 0.672 0.3693
H -2.565 -2.463 0.466 0.3361
H -1.836 -1.326 -2.022 0.4188
H -3.391 -0.306 -1.718 0.3875
H -1.701 0.537 -2.095 0.3514
```

Q: Which of these has the highest relative energy (zero: lowest compared OMol25 entry of this formula, charge and spin)?
A: C5H7NO